No. 1
Formula: C4H11N4
Source: the Open Molecules 2025 dataset
Level of theory: ωB97M-V/def2-TZVPD

Element x y z (Å)
C 0.3803 0.4021 -1.7468
C 0.2471 0.0724 0.7510
C 1.4637 -0.1691 -2.6239
C -1.5232 -0.4300 2.3558
N 1.0216 1.3577 -0.8905
N 1.0796 1.0264 0.2722
N -0.4791 -0.5156 -1.0125
N -0.7100 0.5522 1.7595
H -0.3441 0.9804 -2.3937
H 0.6205 -0.8352 1.1133
H 0.7978 -0.6239 -3.4978
H 1.9069 -1.0248 -1.9703
H 2.2633 0.4431 -2.9835
H -0.9662 -1.4308 2.6029
H -1.9359 0.0300 3.3643
H -2.3197 -0.6538 1.7652
H -0.0383 -1.4185 -0.8746
H -0.1535 0.9227 2.5202
H -1.3109 1.3148 1.4892

Force components x, y, z for each atom (eV/Å):
-2.933 0.889 -1.239
-2.428 -2.015 -3.941
-1.627 -4.008 -0.331
-0.003 -2.523 5.256
1.428 0.594 -0.479
0.558 2.018 1.786
1.301 1.294 3.434
1.502 1.349 -0.289
0.923 -0.162 0.610
1.075 -1.051 0.688
2.116 0.622 1.543
-0.400 1.167 -1.467
0.035 0.696 -0.106
-0.800 2.134 -0.457
0.811 -1.142 -2.013
-2.223 -0.686 -1.791
0.139 -0.331 -0.513
0.630 0.521 0.148
-0.105 0.633 -0.841

Results
DFT total energy (hartree): -377.61750
Charge: +1
Frontier orbital gap (eV): 10.11
Maximum force (eV/A): 5.83
Energy above the lowest of the compared OMol25 structures with the same formula, charge and spin (kJ/mol): 549.4
LUMO (eV): -3.965



No. 2
Formula: C5H11N
Source: the Open Molecules 2025 dataset
Level of theory: ωB97M-V/def2-TZVPD

Element x y z (Å)
C 0.3614 2.7026 0.9163
N -0.1824 1.3267 0.9714
C -0.9790 0.7139 -0.1076
C 0.6156 -2.7943 -0.7855
C 0.0172 -1.4126 -0.8178
C -0.9008 -0.8104 -0.0636
H 0.8298 2.9217 1.8761
H 1.1177 2.7641 0.1296
H -0.4821 3.3699 0.7586
H 0.6375 0.6984 0.9653
H -0.4684 1.0454 -1.0270
H -2.0363 0.9546 -0.0718
H 0.0035 -3.5226 -1.3352
H 1.6397 -2.8206 -1.1360
H 0.5211 -3.2389 0.2055
H 0.7093 -0.7148 -1.3032
H -1.4036 -1.1832 0.8249

Force components x, y, z for each atom (eV/Å):
-1.735 -0.183 0.920
2.584 -0.090 -2.468
-1.118 -1.330 0.169
-1.646 -0.659 0.353
1.754 0.186 0.801
0.840 1.042 0.877
0.076 -0.052 -0.031
-0.064 -0.166 -0.114
0.254 0.254 -0.195
-0.304 -0.226 1.395
-0.301 0.401 0.012
0.041 0.952 -0.104
0.262 0.350 -0.496
-0.009 0.058 -0.052
0.374 0.285 0.294
-0.639 -0.052 -0.765
-0.369 -0.770 -0.595

Results
⟨S²⟩: 0.754
DFT total energy (hartree): -251.48653
Charge: +1
Frontier orbital gap (alpha / beta) (eV): 10.99 / 5.81
Maximum force (eV/A): 3.57
Multiplicity: 2
Energy above the lowest of the compared OMol25 structures with the same formula, charge and spin (kJ/mol): 263.9
LUMO (alpha / beta) (eV): -3.107 / -8.238



No. 3
Formula: C3H10NO
Source: the Open Molecules 2025 dataset
Level of theory: ωB97M-V/def2-TZVPD

Element x y z (Å)
N -0.1310 2.2648 1.4164
C 0.5258 0.9640 1.5344
O 0.3009 0.2490 0.3585
H -1.1093 2.0417 1.2837
H 0.2073 2.6503 0.5315
H 1.6069 1.0970 1.7688
H -0.0085 0.5048 2.4317
C -0.6533 -1.0851 -1.8968
C 0.0550 -2.2363 -1.2181
H -1.0604 -1.3778 -2.9027
H 0.0583 -0.2541 -2.0362
H -1.4455 -0.7512 -1.2744
H 0.7184 -2.7964 -1.8955
H 0.6299 -1.8334 -0.3642
H -0.6524 -2.9818 -0.8423

Force components x, y, z for each atom (eV/Å):
0.476 1.370 0.646
-1.326 -1.683 -1.736
0.844 0.378 1.744
-0.003 0.051 -0.295
-0.338 -0.184 0.150
-0.275 0.151 0.101
0.724 0.098 -0.355
0.693 -0.268 -1.590
0.469 -0.493 0.301
0.196 0.150 0.690
-0.461 -0.256 0.139
-0.620 0.542 0.465
0.029 0.256 0.042
-0.314 -0.143 -0.383
-0.093 0.030 0.082

Results
DFT total energy (hartree): -250.27027
Charge: -1
Frontier orbital gap (eV): 6.94
Maximum force (eV/A): 2.76
Energy above the lowest of the compared OMol25 structures with the same formula, charge and spin (kJ/mol): 55.4
LUMO (eV): 4.487



No. 4
Formula: C6H8
Source: the Open Molecules 2025 dataset
Level of theory: ωB97M-V/def2-TZVPD

Element x y z (Å)
C 2.9745 -0.3314 -0.0925
C 1.6949 0.2289 -0.1145
C 0.4401 0.6281 -0.1400
C -0.6673 1.2917 0.3912
C -0.9439 0.1600 -0.5914
C -1.7026 -0.9605 0.0463
H 3.8208 -0.1065 -0.6625
H 3.1195 -1.0000 0.7101
H -0.7230 2.3186 0.1212
H -0.8831 1.1196 1.3871
H -1.2972 0.3794 -1.5623
H -2.7619 -0.7176 0.1818
H -1.0864 -1.1858 0.9446
H -1.9845 -1.8246 -0.6190

Force components x, y, z for each atom (eV/Å):
-5.331 1.942 0.681
2.327 -0.996 -0.407
3.047 -3.558 -1.109
-0.691 1.733 -1.066
0.144 0.826 0.913
-0.086 -1.350 -0.489
0.722 0.683 -1.107
0.201 -0.869 0.751
-0.578 0.789 -0.360
-0.589 -0.409 1.958
0.105 0.731 -1.007
0.293 0.903 1.061
-1.220 -0.651 -0.290
1.658 0.225 0.472

Results
DFT total energy (hartree): -233.26972
Charge: 0
Frontier orbital gap (eV): 9.99
Maximum force (eV/A): 5.71
Energy above the lowest of the compared OMol25 structures with the same formula, charge and spin (kJ/mol): 307.9
LUMO (eV): 1.090
Structure (SMILES): C=C=C1C[C@@H]1C



No. 5
Formula: C5H14N4O
Source: the Open Molecules 2025 dataset
Level of theory: ωB97M-V/def2-TZVPD

Element x y z (Å)
C 1.4795 1.0781 -1.4572
C 1.2501 -1.1208 1.6213
N 1.0599 -0.0210 -0.6197
C 1.0247 0.1788 0.8413
N 1.3383 -1.2554 -1.2044
O 1.6128 1.2042 1.2754
H 2.3243 -1.4868 -1.0749
H 0.7668 -1.9602 -0.7498
H 0.9799 0.9953 -2.4231
H 2.5651 1.0631 -1.5934
H 1.1789 2.0180 -1.0047
H 2.2478 -1.5220 1.4484
H 0.4798 -1.8550 1.3733
H 1.1392 -0.8863 2.6781
C -2.4346 -0.2013 -1.2910
N -1.4685 0.7365 -0.7812
C -1.4128 0.7243 1.9741
N -0.8398 0.3922 0.8983
H -1.9097 1.5757 -0.4175
H -1.9464 -0.9783 -1.8800
H -3.0597 -0.6575 -0.5113
H -3.1064 0.2998 -2.0003
H -2.4516 1.0467 2.0134
H -0.8178 0.6321 2.8848

Force components x, y, z for each atom (eV/Å):
-0.304 -0.248 0.320
-1.337 0.193 0.102
-0.120 0.680 1.059
4.205 -0.005 -2.108
-0.023 -0.390 0.120
-1.749 -0.570 0.048
-0.030 -0.276 0.125
0.198 -0.051 -0.248
0.077 -0.105 -0.050
0.116 0.223 -0.102
0.148 0.014 0.111
-0.071 0.154 -0.124
0.221 -0.248 0.030
0.138 0.010 0.067
-0.442 -0.722 0.316
0.842 0.666 3.458
-0.392 -0.257 -1.259
-1.318 0.388 -1.861
-0.432 0.097 -0.395
0.194 -0.067 0.282
0.000 -0.012 -0.205
0.172 0.288 0.268
0.001 0.179 0.130
-0.093 0.059 -0.085

Results
DFT total energy (hartree): -492.96759
Charge: 0
Frontier orbital gap (eV): 7.43
Maximum force (eV/A): 4.70
Energy above the lowest of the compared OMol25 structures with the same formula, charge and spin (kJ/mol): 603.7
LUMO (eV): 0.200



No. 6
Formula: C5H41NO15
Source: the Open Molecules 2025 dataset
Level of theory: ωB97M-V/def2-TZVPD

Element x y z (Å)
C 0.6602 -1.3117 0.2678
C -0.5108 -0.5443 0.9084
N -1.6342 2.0212 2.0411
C -1.5594 1.7661 0.6495
C -0.9408 0.6881 0.1754
C -1.9375 2.9073 -0.2280
H 0.2762 -2.1786 -0.2679
H 1.4249 -1.8355 0.8524
H 1.2238 -0.6575 -0.4047
H -1.2847 -1.3104 0.9825
H -0.1569 -0.2843 1.9032
H -2.5717 2.2821 2.3132
H -1.2228 1.3168 2.6365
H -0.7874 0.5341 -0.8927
H -2.9889 3.1887 -0.1368
H -1.6630 2.8216 -1.2737
H -1.3971 3.7759 0.1806
H 1.3318 3.4739 -1.2108
H 0.5356 3.1677 -2.5010
O 1.4032 3.4441 -2.1845
H 0.4604 -0.4353 4.0247
H -0.0738 0.1084 5.2752
O 0.6959 0.2067 4.7012
H 1.5996 -1.8521 -2.3171
H 2.0498 -2.0599 -3.8095
O 1.3037 -2.0698 -3.2038
H -1.2851 -1.9910 3.4910
H -2.3784 -0.9392 3.7605
O -1.4300 -1.0662 3.7774
H 1.4243 2.4448 1.0611
H 1.5491 4.0032 1.0245
O 1.7547 3.1971 0.5388
H -3.7286 0.3074 -1.3952
H -2.3341 0.2235 -2.0599
O -3.2227 0.5571 -2.1688
H -2.0748 -4.2067 -0.5134
H -1.2102 -2.9593 -0.6499
O -1.9946 -3.2939 -0.2108
H -0.1508 -4.1631 2.8739
H -1.6317 -4.0387 2.3799
O -0.9686 -3.6734 2.9774
H 4.3559 -1.6899 -1.7369
H 3.7841 -0.4225 -1.1043
O 3.5081 -1.2806 -1.4988
H -4.5555 -2.2181 1.2685
H -3.4582 -1.1984 0.9701
O -3.9057 -1.6401 1.6976
H 2.5801 1.9142 -3.7722
H 2.9087 1.0666 -2.5744
O 2.4972 1.0162 -3.4499
H -0.1811 0.1255 -3.7195
H 0.6240 1.3976 -3.5254
O -0.2542 1.0882 -3.8169
H 2.6878 1.9852 3.3705
H 2.3937 0.6665 2.7722
O 2.3724 1.6055 2.5379
H 4.5523 1.8604 -0.2702
H 3.1772 1.5130 0.0207
O 3.8933 1.2179 -0.5662
H -1.7181 -2.4473 -3.6558
H -0.4347 -3.0141 -3.2683
O -1.3815 -3.1105 -3.0465

Force components x, y, z for each atom (eV/Å):
0.347 -0.068 -0.944
1.213 -0.497 0.983
-0.353 0.280 -0.638
0.962 -0.277 0.323
0.057 -1.380 -0.995
0.096 1.150 0.623
0.064 0.267 -0.678
-0.282 0.628 0.818
-0.075 -0.216 -0.176
-0.331 0.435 0.446
-0.468 -0.024 0.247
0.116 0.050 0.322
-0.272 -0.175 -0.020
-0.088 0.735 -0.049
-0.113 -0.231 -0.141
-0.159 -0.444 -0.023
-0.069 -0.063 -0.187
0.095 -0.242 -0.262
-0.024 0.111 0.112
-0.157 0.134 -0.025
-0.103 0.054 -0.096
0.131 0.115 0.011
0.305 0.068 0.226
0.676 0.191 -0.042
0.157 0.264 0.399
-0.945 -0.405 -0.452
-0.170 0.218 0.036
-0.313 -0.061 -0.162
-0.015 -0.354 0.222
-0.003 0.556 0.151
-0.037 -0.255 0.155
-0.124 0.064 -0.348
0.161 -0.134 0.198
0.207 -0.075 0.199
-0.543 0.239 -0.564
-0.013 0.259 -0.239
-0.111 -0.020 -0.455
-0.269 -0.431 0.681
-0.049 -0.135 -0.168
0.238 0.086 -0.197
-0.166 0.063 0.245
-0.480 0.038 0.027
-0.251 -0.451 -0.141
0.785 0.072 0.164
0.325 0.213 0.153
0.164 -0.078 -0.072
-0.428 -0.119 0.054
0.082 0.393 -0.076
-0.095 -0.008 -0.073
0.331 -0.270 0.131
0.176 0.316 -0.107
-0.162 -0.570 -0.168
-0.108 -0.054 0.348
-0.248 0.284 -0.216
-0.252 0.059 -0.201
0.501 -0.717 0.575
0.385 -0.245 -0.458
-0.332 -0.240 -0.237
-0.117 0.829 0.758
-0.649 0.054 0.056
0.050 -0.251 0.405
0.754 0.269 -0.457

Results
DFT total energy (hartree): -1398.43966
Charge: 0
Frontier orbital gap (eV): 8.26
Maximum force (eV/A): 1.70
Energy above the lowest of the compared OMol25 structures with the same formula, charge and spin (kJ/mol): 247.4
LUMO (eV): 0.092